[1]
Formula: C8H20O22S2V5
Source: the OMol25 dataset
Level of theory: ωB97M-V with the def2-TZVPD basis set

XYZ file:
```
57
Properties=species:S:1:pos:R:3:mulliken_charge:R:1
O 3.72471 1.44721 1.78548 -0.49
V 2.76748 1.36634 3.02713 1.29
O 3.30793 0.14029 3.90224 -0.55
O 2.44738 -1.63246 -2.20317 -0.57
V 1.81625 -0.20555 -2.40694 1.20
O 2.90415 0.86365 -2.00245 -0.64
O 0.30887 5.03627 -0.58863 -0.52
V 1.05421 4.22468 0.52425 1.38
O 2.01668 5.23303 1.30208 -0.64
O -2.12269 -0.76459 3.13321 -0.52
V -0.69839 -0.17193 2.88259 1.09
O 0.18669 -0.28873 4.19498 -0.53
O -3.54508 1.61826 1.48374 -0.59
V -2.25469 2.47579 1.26523 0.91
O -2.13889 2.87585 -0.27645 -0.60
S 0.65225 0.90798 0.52368 0.31
O 1.21922 2.24625 0.28768 -0.73
O 1.26004 0.31857 1.75122 0.37
O -0.80264 0.94957 0.90454 0.82
O 0.77201 0.09972 -0.66936 1.15
S -0.28358 3.11421 3.25854 1.20
O -0.58914 3.95394 4.32973 -0.46
O -1.32675 1.99653 3.14255 -0.82
O -0.45119 3.77168 1.87976 -0.64
O 1.04634 2.47048 3.34991 -0.72
C -2.90012 -2.20128 0.60265 -0.78
O -1.56038 -2.26135 1.08032 0.00
C -0.84585 -3.31978 0.60575 -0.71
C 0.60882 -3.12589 0.88001 -0.03
O 0.73800 -2.66632 2.19981 -0.26
C 2.07318 -2.85917 2.67822 -0.92
H -2.88168 -2.07259 -0.48195 0.23
H -3.34079 -1.33774 1.09005 0.20
H -3.46268 -3.07766 0.92549 0.32
H -1.04516 -3.59424 -0.44247 0.36
H -1.12344 -4.24525 1.14966 0.38
H 1.03690 -2.38917 0.18079 -0.22
H 1.14494 -4.05720 0.67896 0.57
H 2.78929 -2.22477 2.14406 0.27
H 2.39163 -3.89976 2.61701 0.40
H 2.09709 -2.52687 3.71207 0.27
C 0.43582 2.89674 -3.19984 -0.91
O 0.33973 1.47388 -3.00666 -0.15
C -0.98231 0.94476 -2.95075 -0.04
C -1.00392 -0.26876 -3.81577 -0.79
O -0.00639 -1.18098 -3.31316 0.14
C -0.29207 -2.57575 -3.59101 -0.97
H 0.53030 3.12938 -4.26450 0.26
H 1.34611 3.24887 -2.72017 0.23
H -0.43710 3.40491 -2.80062 0.36
H -1.80609 1.60944 -3.20948 0.61
H -1.22537 0.61299 -1.93167 -0.24
H -0.79692 -0.02139 -4.86611 0.32
H -2.01056 -0.70501 -3.81570 0.49
H -0.66359 -2.68816 -4.60680 0.36
H -1.04111 -2.93497 -2.88172 0.27
H 0.62257 -3.13395 -3.42804 0.30
```

Output
- Maximum force: 0.0562 Eh/bohr
- LUMO energy: -4.9 eV
- Highest occupied orbital energy: -12.774 eV
- Relative energy (zero: lowest compared OMol25 entry of this formula, charge and spin): 86.3 kJ/mol
- Total charge: +1
- Gap between HOMO and LUMO: 7.85 eV
- Total energy: -203769.362 eV


[2]
Formula: C8H20O4
Source: the OMol25 dataset
Level of theory: ωB97M-V with the def2-TZVPD basis set

XYZ file:
```
32
Properties=species:S:1:pos:R:3:mulliken_charge:R:1
C 2.86231 -0.19432 1.22602 -1.41
C 1.93999 -0.81574 0.50281 1.00
C 2.27064 -1.48204 -0.81071 -1.31
C 0.54594 -1.05482 0.96838 0.36
C 0.21308 -1.39521 2.21151 -1.33
C -0.47761 -0.70186 -0.05231 0.07
C -1.48287 -1.44161 -0.49135 0.29
C -2.52197 -0.89777 -1.42720 -1.06
H 3.89273 -0.09096 0.91176 0.26
H 2.67179 0.19528 2.22281 0.30
H 2.20343 -2.56339 -0.79005 0.31
H 3.25761 -1.21086 -1.20902 0.41
H 1.63580 -1.00385 -1.55809 0.27
H -0.79297 -1.70678 2.47146 0.38
H 0.90750 -1.40240 3.04537 0.31
H -0.29530 0.33744 -0.35048 -0.05
H -1.56429 -2.44168 -0.09646 0.42
H -2.12266 -1.01592 -2.44613 0.31
H -2.76792 0.11602 -1.13372 0.21
H -3.50279 -1.38019 -1.47112 0.33
O 0.70513 2.04321 -1.94030 -0.67
H 0.79830 1.14167 -2.27071 0.29
H -0.01951 2.39679 -2.46913 0.33
O -1.81679 2.51939 -0.74301 -0.69
H -0.91577 2.83364 -0.65575 0.30
H -1.82570 1.72219 -0.19691 0.37
O -2.75033 0.28185 1.17247 -0.58
H -1.91981 0.01898 1.58508 0.30
H -3.15153 0.81858 1.87208 0.28
O 1.15258 2.45170 0.72956 -0.64
H 1.38128 2.12651 -0.15326 0.36
H 1.48972 1.79614 1.34640 0.29
```

Output
- Maximum force: 0.0323 Eh/bohr
- LUMO energy: 0.5 eV
- Highest occupied orbital energy: -9.061 eV
- Relative energy (zero: lowest compared OMol25 entry of this formula, charge and spin): 103.2 kJ/mol
- SMILES: C=C(C)C(=C)/C=C/C.O.O.O.O
- Gap between HOMO and LUMO: 9.53 eV
- Total energy: -16808.452 eV


[3]
Formula: C8H21AsNO3PdS
Source: the OMol25 dataset
Level of theory: ωB97M-V with the def2-TZVPD basis set

XYZ file:
```
36
Properties=species:S:1:pos:R:3:mulliken_charge:R:1
Pd 0.21639 0.28227 0.05028 0.42
N 2.26019 -2.99875 1.75778 -0.36
C 1.77506 -1.94250 1.09937 0.65
O 0.55134 -1.75627 1.01176 -0.59
C 2.76299 -0.98472 0.48375 -0.44
C 2.18662 -0.35169 -0.77058 -1.12
H 1.63324 -3.63467 2.22115 0.25
H 3.24839 -3.16188 1.83224 0.20
H 3.72081 -1.48113 0.29812 0.45
H 2.93648 -0.20172 1.22911 0.22
H 1.98147 -1.08166 -1.55271 0.43
H 2.78743 0.47527 -1.13573 0.45
C -1.92886 -1.65359 -3.19929 -0.92
S -1.79338 0.12421 -2.91016 0.39
C -0.19381 0.34287 -3.72494 -0.77
O -1.52740 0.28144 -1.43430 -0.51
H -1.94095 -1.82408 -4.27555 0.42
H -2.86029 -2.00262 -2.75919 0.33
H -1.08146 -2.15301 -2.73199 0.26
H -0.32363 0.21930 -4.79963 0.42
H 0.50533 -0.39018 -3.32798 0.13
H 0.15493 1.35034 -3.50694 0.31
C -1.20466 3.19421 0.94621 -0.90
As -0.62435 1.90060 2.26859 0.87
C -0.61172 2.72866 4.01263 -1.05
C -1.90349 0.43525 2.26952 -0.88
O 0.91077 1.36634 1.90980 -0.70
H -2.13685 3.67157 1.24277 0.37
H -1.34617 2.67535 -0.00298 0.25
H -0.42169 3.94288 0.84418 0.34
H -1.58357 3.15154 4.25933 0.37
H 0.14619 3.50918 4.00640 0.36
H -0.33620 1.97255 4.74496 0.35
H -2.88279 0.77328 2.60428 0.40
H -1.52709 -0.33840 2.93580 0.34
H -1.98765 0.02688 1.26131 0.24
```

Output
- Maximum force: 0.0213 Eh/bohr
- LUMO energy (spin up / spin down): -2.0 / -3.7 eV
- Highest occupied orbital energy (spin up / spin down): -10.657 / -12.532 eV
- Relative energy (zero: lowest compared OMol25 entry of this formula, charge and spin): 34.7 kJ/mol
- Spin multiplicity: 3
- Total charge: +1
- Gap between HOMO and LUMO (spin up / spin down): 8.63 / 8.80 eV
- Total energy: -91415.029 eV